Version a
{
  "formula": "C4H13NSi",
  "method": "wB97M-V/def2-TZVPD",
  "elements": ["C", "H", "H", "C", "H", "H", "C", "H", "H", "H", "N", "H", "C", "H", "H", "Si", "H", "H", "H"],
  "xyz": [[1.85313, 2.76602, -0.68208], [2.66630, 1.99961, -0.86786], [-1.06753, -3.16010, -0.62438], [0.37876, -1.90062, 1.01216], [-0.56194, -2.22436, 1.45295], [1.00153, -1.28019, -0.92794], [0.14525, -1.42050, -0.40822], [-1.30947, 1.75610, -1.53990], [1.24955, -2.71348, 0.95908], [1.16504, 2.21929, 1.07792], [0.75555, 2.33393, 0.19881], [2.41887, 3.57130, -0.21776], [-1.02426, -2.15247, -1.05404], [-0.93612, -2.10147, -2.06626], [1.57555, 2.99724, -1.78752], [-0.59391, 1.37268, -0.19172], [1.00098, -1.02826, 1.44823], [-1.43908, 1.46814, 0.94722], [-1.90645, -1.57156, -0.93342]],
  "lowdin_charge": [-0.203, 0.072, 0.080, -0.184, 0.061, 0.011, -0.319, -0.071, 0.106, 0.032, -0.296, 0.059, -0.153, 0.026, 0.097, 0.675, 0.072, -0.113, 0.047],
  "charge": 0,
  "spin_multiplicity": 1,
  "mol_weight_g_mol": 103.24,
  "lumo_ev": 0.881,
  "gap_ha": 0.2852
}


Version b
{
  "formula": "C4H13NSi",
  "method": "wB97M-V/def2-TZVPD",
  "elements": ["H", "H", "C", "C", "H", "H", "H", "H", "Si", "H", "H", "H", "C", "N", "H", "C", "H", "H", "H"],
  "xyz": [[-1.51998, 0.99864, 1.66653], [-2.49283, -0.31875, -1.12369], [-1.58189, -0.04838, 1.55710], [-1.62920, 0.16224, -0.97925], [2.44094, 1.25262, -1.71902], [0.79878, 1.48641, 0.79193], [1.69838, -0.75496, 2.04277], [0.96790, 0.46765, -2.32285], [0.96888, 0.21123, 0.09191], [-1.76000, 1.25496, -1.05912], [2.87950, -0.73133, 1.21314], [-2.60814, -0.33606, 1.33092], [-0.85585, -0.34369, 0.26673], [1.94198, -0.87486, 1.05524], [-1.04988, -0.16200, -1.85810], [1.76745, 0.37353, -1.60824], [2.16586, -0.52070, -2.00428], [-1.29260, -0.61957, 2.58045], [-0.83930, -1.49697, 0.07784]],
  "lowdin_charge": [0.037, 0.020, -0.151, -0.139, 0.043, -0.012, 0.029, -0.002, 0.529, 0.091, -0.022, 0.063, -0.524, -0.094, 0.059, -0.190, 0.010, 0.126, 0.128],
  "charge": 0,
  "spin_multiplicity": 1,
  "mol_weight_g_mol": 103.24,
  "smiles": "CC(C)[Si@H](C)N",
  "lumo_ev": 0.981,
  "gap_ha": 0.3802
}


Version c
{
  "formula": "C4H13NSi",
  "method": "wB97M-V/def2-TZVPD",
  "elements": ["H", "H", "N", "H", "H", "H", "H", "H", "Si", "H", "H", "C", "H", "H", "C", "C", "C", "H", "H"],
  "xyz": [[2.46489, -1.46954, -0.43160], [0.45218, 2.91950, -0.42256], [0.76856, 2.25201, 0.14080], [-2.57459, 0.20053, 0.40382], [1.07332, -0.18949, -1.40742], [1.70649, 2.11139, 0.01155], [-0.88927, -2.29213, 0.11541], [-2.27382, 1.44076, -0.80208], [-0.17796, 0.88018, 0.47880], [1.62391, -2.07091, 1.06616], [-0.34547, -2.47426, -1.40279], [0.56337, -0.66347, -0.36375], [-2.50428, 1.94871, 0.89028], [-1.46452, -1.14757, -1.02625], [-2.09619, 1.16112, 0.17603], [-0.55069, -1.68719, -0.69914], [1.78213, -1.17592, 0.40617], [2.20355, -0.32479, 0.89241], [0.23839, 0.58105, 1.97416]],
  "lowdin_charge": [0.078, -0.030, -0.057, 0.015, 0.151, -0.003, 0.060, -0.019, 0.536, 0.092, 0.059, -0.514, 0.046, 0.053, -0.188, -0.148, -0.168, 0.025, 0.010],
  "charge": 0,
  "spin_multiplicity": 1,
  "mol_weight_g_mol": 103.24,
  "smiles": "CC(C)[Si@H](C)N",
  "lumo_ev": 0.996,
  "gap_ha": 0.3691
}


Verdict on stability: version b comes out on top.


Version a
{
  "formula": "C5H14NO2",
  "method": "wB97M-V/def2-TZVPD",
  "elements": ["H", "C", "H", "O", "H", "C", "H", "C", "H", "C", "H", "H", "H", "H", "H", "H", "O", "C", "N", "H", "H", "H"],
  "xyz": [[0.90719, 2.42299, -0.44062], [1.69871, -1.60322, 0.16898], [2.30474, -0.86138, 0.76687], [2.28797, -1.97250, -0.96425], [2.19822, 1.28675, 0.01628], [0.27328, -0.94034, -0.07821], [1.03865, 0.07877, -1.67303], [0.41425, 0.36247, -0.82386], [-1.70279, 0.18272, -1.40817], [1.12249, 1.45630, 0.01412], [-2.14139, 0.68874, 0.89643], [-0.75652, 1.14552, -2.49959], [-1.25201, 1.83117, -0.96116], [-0.41061, -1.85099, 1.58005], [-0.14851, -1.70344, -0.74184], [0.76511, 1.41617, 1.04354], [-3.05870, 0.84314, 1.17826], [-0.89560, 0.91655, -1.43926], [-0.56975, -0.94410, 1.15157], [-0.16900, -0.30064, 1.83205], [-3.36065, -0.01339, 1.49178], [1.45490, -2.44130, 0.89005]],
  "lowdin_charge": [0.061, -0.532, 0.079, -0.335, 0.066, -0.388, 0.120, -0.389, 0.066, -0.073, -0.017, 0.063, 0.059, 0.049, 0.127, 0.061, -0.100, -0.088, 0.024, 0.053, 0.019, 0.073],
  "charge": -1,
  "spin_multiplicity": 1,
  "mol_weight_g_mol": 120.17,
  "lumo_ev": 3.700,
  "gap_ha": 0.2307
}


Version b
{
  "formula": "C5H14NO2",
  "method": "wB97M-V/def2-TZVPD",
  "elements": ["H", "H", "H", "H", "C", "H", "C", "H", "H", "C", "O", "H", "H", "C", "H", "H", "H", "N", "O", "H", "C", "H"],
  "xyz": [[1.55831, -2.05021, -0.00757], [-0.93457, 1.54279, -0.74036], [-2.15826, 1.00936, 0.39782], [2.20145, -0.19572, -1.74691], [1.11145, -0.39205, -1.41531], [-1.91529, -1.02461, -2.10752], [0.93483, -1.14332, -0.07232], [1.88752, 0.52661, 0.96295], [0.52171, 2.16134, 0.98464], [-1.32899, 1.70563, 0.29294], [0.30811, -0.66597, -2.46276], [-0.82296, -1.92177, -2.01975], [-0.04332, 0.41266, 2.92561], [1.16250, -0.32928, 1.19000], [-1.88436, 2.65216, 0.26583], [0.98632, 0.65443, -1.02685], [-0.92942, -0.35551, 1.55593], [-0.27624, 1.67411, 1.34523], [-1.82862, -1.98204, -2.01678], [-0.07503, -1.59284, -0.10885], [-0.09495, 0.30037, 1.85386], [1.61979, -0.98616, 1.95017]],
  "lowdin_charge": [0.091, 0.074, 0.065, 0.095, -0.511, -0.003, -0.222, 0.117, 0.073, -0.147, -0.335, -0.006, 0.081, -0.224, 0.051, 0.049, 0.106, -0.127, -0.173, 0.093, -0.237, 0.088],
  "charge": -1,
  "spin_multiplicity": 1,
  "mol_weight_g_mol": 120.17,
  "lumo_ev": 3.959,
  "gap_ha": 0.2546
}


Version c
{
  "formula": "C5H14NO2",
  "method": "wB97M-V/def2-TZVPD",
  "elements": ["H", "C", "H", "H", "O", "H", "H", "H", "N", "C", "O", "H", "C", "C", "H", "H", "H", "H", "H", "H", "C", "H"],
  "xyz": [[2.13440, -0.37692, -0.23683], [-0.24433, 1.31086, 2.21251], [-0.07557, -2.01870, -2.67731], [0.54312, -0.78658, 2.42510], [-1.60638, 1.29566, -2.22111], [-1.20299, -0.80495, 1.92150], [-1.23464, 1.24917, 2.75408], [1.55804, 1.12120, -0.66696], [0.17052, -0.23658, 0.27842], [0.20001, -1.45319, -0.48727], [0.71331, 1.74018, 2.95335], [-1.34423, -1.07141, -2.24667], [-0.17964, -0.34428, 1.72045], [1.49415, 0.44222, 0.12981], [-0.23327, 1.95780, 1.24345], [-2.41796, 1.53677, -2.04022], [-0.19381, -2.35425, -0.04505], [1.89155, 0.88165, 1.06776], [-1.23055, 1.08252, -1.37034], [0.21090, -0.28923, -2.31113], [-0.28940, -1.18950, -1.90999], [1.33677, -1.69244, -0.49357]],
  "lowdin_charge": [0.054, -0.556, 0.075, 0.084, -0.009, 0.091, 0.053, 0.051, -0.256, -0.306, -0.339, 0.060, -0.173, -0.091, 0.085, -0.055, 0.094, 0.086, 0.020, 0.060, -0.129, 0.102],
  "charge": -1,
  "spin_multiplicity": 1,
  "mol_weight_g_mol": 120.17,
  "lumo_ev": 3.580,
  "gap_ha": 0.2189
}


Verdict on stability: version a comes out on top.


Version a
{
  "formula": "C2H5NOS2",
  "method": "wB97M-V/def2-TZVPD",
  "elements": ["O", "N", "S", "H", "H", "C", "C", "H", "H", "S", "H"],
  "xyz": [[-0.95343, 0.69316, -0.50775], [-1.02988, -1.62615, 0.28780], [4.29650, -0.64973, 0.13495], [4.28164, -0.86401, -1.24533], [-2.49819, 1.21776, 0.70324], [-2.07761, -1.00856, 0.58157], [-2.27759, 0.36147, -0.00539], [-2.99747, 0.18061, -0.88319], [-2.92450, -1.53320, 0.97939], [-0.04311, -0.68050, -0.54758], [5.54685, -0.68664, 0.16584]],
  "lowdin_charge": [-0.500, -0.298, 0.478, -0.168, 0.138, -0.286, -0.211, 0.138, 0.108, 0.916, -0.314],
  "charge": 0,
  "spin_multiplicity": 1,
  "mol_weight_g_mol": 123.20,
  "lumo_ev": 0.832,
  "gap_ha": 0.3283
}


Version b
{
  "formula": "C2H5NOS2",
  "method": "wB97M-V/def2-TZVPD",
  "elements": ["N", "H", "H", "C", "H", "C", "S", "H", "S", "O", "H"],
  "xyz": [[0.96274, -1.36197, 0.84261], [-2.69687, 1.06660, 0.16764], [0.27381, -1.69072, -1.25620], [0.61763, -1.08458, -0.37627], [-2.07037, -0.67450, 0.72432], [0.83455, 0.43642, -0.75082], [-2.01149, 0.56670, 1.29514], [1.60198, 0.64172, -1.63691], [1.36550, 0.00782, 1.71097], [1.22450, 1.09118, 0.44676], [-0.10198, 1.00134, -1.16723]],
  "lowdin_charge": [-0.300, -0.160, 0.123, -0.242, -0.191, -0.294, 0.463, 0.137, 0.882, -0.532, 0.112],
  "charge": 0,
  "spin_multiplicity": 1,
  "mol_weight_g_mol": 123.20,
  "smiles": "C1=NSOC1.S",
  "lumo_ev": 0.599,
  "gap_ha": 0.3219
}


Verdict on stability: version a comes out on top.


Version a
{
  "formula": "C3H5BrO",
  "method": "wB97M-V/def2-TZVPD",
  "elements": ["C", "H", "H", "H", "Br", "H", "O", "H", "C", "C"],
  "xyz": [[0.52226, 1.01715, 0.50282], [0.70049, 1.92876, 0.07821], [0.09148, 0.86799, 1.39505], [1.46874, 0.47644, 0.45457], [-2.24447, 0.38066, -0.03456], [-0.45050, 0.47784, -1.37458], [1.04372, -1.80369, 0.20764], [-0.78208, -2.05804, -0.57669], [-0.35850, 0.07457, -0.37890], [0.00886, -1.36167, -0.27357]],
  "lowdin_charge": [-0.083, 0.053, 0.028, 0.081, 0.694, 0.062, 0.054, 0.108, -0.703, -0.295],
  "charge": 0,
  "spin_multiplicity": 1,
  "mol_weight_g_mol": 136.98,
  "smiles": "C[C@H](Br)C=O",
  "lumo_ev": 0.238,
  "gap_ha": 0.3908
}


Version b
{
  "formula": "C3H5BrO",
  "method": "wB97M-V/def2-TZVPD",
  "elements": ["O", "H", "C", "H", "H", "C", "H", "H", "Br", "C"],
  "xyz": [[1.38891, -1.54601, -0.58644], [2.94612, 0.35110, 0.77968], [-2.97628, -0.29507, -0.33728], [-3.37115, -0.58445, -1.30963], [1.45141, 1.06400, 1.24190], [1.95446, 0.73117, 0.32979], [2.02226, 1.43482, -0.47754], [-3.39413, -0.87161, 0.62909], [-1.14187, 0.22288, -0.16542], [1.12027, -0.50682, -0.10416]],
  "lowdin_charge": [0.063, 0.107, -0.478, -0.042, 0.056, -0.084, 0.069, 0.026, 0.791, -0.508],
  "charge": 0,
  "spin_multiplicity": 1,
  "mol_weight_g_mol": 136.98,
  "lumo_ev": [0.014, -0.073],
  "gap_ha": [0.3014, 0.2575]
}


Verdict on stability: version a comes out on top.